DFT (ωB97M-V with the def2-TZVPD basis set) results for a 15-piece molecular cluster, C31H74N14O33 overall at a distorted geometry.

Element x y z (Å)
C  -1.448239  -0.498940  1.801175
C  -2.419199  -1.006126  0.742298
O  -2.317095  -0.201766  -0.435337
C  -3.484474  0.425791  -0.803518
O  -3.719113  0.003588  -2.161079
C  -3.125206  0.888114  -2.980376
O  -3.206494  0.897712  -4.162840
O  -2.393822  1.762836  -2.246465
C  -3.190609  1.896716  -1.065144
C  -2.656270  2.670705  0.118327
C  -1.581992  3.701931  -0.199590
C  -0.741580  4.049672  1.043901
C  0.336937  2.930165  1.258703
C  1.808409  3.364627  1.010727
C  2.423818  2.528673  -0.136882
C  3.942714  2.551312  -0.007256
C  4.721160  1.516408  -0.847684
C  4.000226  0.206671  -1.093186
C  4.913370  -0.916289  -1.627488
C  4.451337  -1.325920  -3.002772
O  4.572624  -0.269370  -3.931686
C  3.339747  0.235096  -4.374916
H  -1.960536  0.095289  2.541643
H  -0.925333  -1.322648  2.256025
H  -0.746751  0.137663  1.284196
H  -3.409433  -1.013873  1.176179
H  -2.136533  -2.034449  0.537388
H  -4.321698  0.317036  -0.135609
H  -4.096517  2.376391  -1.438006
H  -2.340957  1.994264  0.899671
H  -3.505221  3.199556  0.522781
H  -0.944297  3.321272  -0.988375
H  -2.026371  4.605673  -0.581996
H  -0.283075  5.024121  0.957667
H  -1.389839  4.008242  1.909331
H  0.276766  2.546342  2.265274
H  0.046021  2.122989  0.602250
H  1.897368  4.425327  0.818472
H  2.348030  3.072982  1.894360
H  2.156940  3.038581  -1.053454
H  1.984070  1.548967  -0.061345
H  4.259939  3.526854  -0.359389
H  4.286561  2.471716  1.016573
H  5.613700  1.267837  -0.282736
H  5.078420  1.932137  -1.781077
H  3.563446  -0.139780  -0.164764
H  3.183620  0.396760  -1.773932
H  5.956319  -0.634426  -1.619893
H  4.780988  -1.780888  -0.991482
H  5.103472  -2.122937  -3.355933
H  3.459514  -1.759269  -2.960396
H  3.095702  -0.062442  -5.389344
H  2.517626  -0.039584  -3.738955
H  3.403944  1.319612  -4.360685
C  3.937495  6.412423  2.894793
N  2.822989  5.741308  3.617900
O  1.940933  6.436185  4.075968
O  2.868850  4.542981  3.703863
H  3.759868  7.475857  2.901893
H  4.857474  6.168939  3.416531
H  3.949481  6.025214  1.880690
C  -1.164867  -1.056336  -5.127553
N  0.145692  -1.753557  -5.141627
O  0.908303  -1.460182  -4.250571
O  0.363382  -2.553819  -6.028745
H  -1.172296  -0.388896  -4.280617
H  -1.260863  -0.504645  -6.057075
H  -1.943403  -1.807524  -5.039862
C  -6.046908  1.889123  1.926862
N  -5.296727  0.803312  2.618295
O  -4.082457  0.854400  2.593704
O  -5.949129  -0.062366  3.156253
H  -5.338928  2.579057  1.500128
H  -6.651158  1.419218  1.155790
H  -6.671027  2.381089  2.665435
C  -5.705837  6.597834  -0.088114
N  -4.926447  5.553410  0.648696
O  -3.711238  5.595620  0.661098
O  -5.582716  4.682959  1.187853
H  -5.009730  7.299454  -0.531289
H  -6.277775  6.081680  -0.852591
H  -6.364837  7.095244  0.618872
C  -0.591346  8.363604  5.088154
N  -1.789212  9.033221  4.539221
O  -2.875650  8.704634  4.964830
O  -1.594207  9.874367  3.686955
H  -0.905615  7.641443  5.830829
H  -0.086951  7.873958  4.260855
H  0.037750  9.129430  5.530559
C  -0.966190  -5.316884  -0.921227
N  -0.955802  -5.234633  0.561044
O  -1.652789  -4.398826  1.091697
O  -0.235391  -6.018267  1.145894
H  -1.645705  -4.564559  -1.303551
H  0.052852  -5.131844  -1.263160
H  -1.297990  -6.315696  -1.191607
C  3.942109  10.225282  0.238860
N  4.296679  8.817083  0.567268
O  3.741527  7.934676  -0.048393
O  5.125041  8.646339  1.439448
H  3.198656  10.217225  -0.548274
H  3.550378  10.681808  1.142339
H  4.850726  10.722023  -0.085837
C  1.237262  -9.170030  1.071123
N  0.702285  -10.044009  -0.008590
O  -0.065395  -9.559179  -0.810239
O  1.072132  -11.202069  -0.015456
H  0.821175  -8.176512  0.948375
H  0.938394  -9.604967  2.020238
H  2.318008  -9.155803  0.972571
C  2.137720  -5.254259  -4.503112
N  2.155940  -5.190067  -3.020467
O  1.424560  -4.372534  -2.486049
O  2.891340  -5.949807  -2.433003
H  1.431756  -4.518127  -4.869428
H  3.140727  -5.038398  -4.856784
H  1.834046  -6.257926  -4.785411
C  -0.217383  2.749900  6.052899
N  -0.775866  1.831439  5.023419
O  -1.569343  2.298012  4.228780
O  -0.393148  0.682993  5.054967
H  -0.643902  3.733801  5.902845
H  -0.486387  2.350071  7.025510
H  0.860153  2.768145  5.922046
C  6.486147  -7.283030  -5.949255
N  5.184475  -6.578455  -5.793655
O  4.232360  -7.005182  -6.409741
O  5.169109  -5.617451  -5.053515
H  6.348319  -8.111515  -6.632582
H  7.199010  -6.565446  -6.342550
H  6.786421  -7.631703  -4.966309
C  -6.120050  10.548535  1.509642
N  -7.105135  10.463427  0.406291
O  -7.064916  11.311351  -0.456663
O  -7.892266  9.541807  0.445250
H  -5.489830  11.410804  1.342791
H  -6.675128  10.642292  2.437506
H  -5.539832  9.637429  1.498598
C  -2.549916  -11.514247  0.058351
N  -3.681686  -12.213501  0.728317
O  -4.600160  -11.538018  1.136826
O  -3.600485  -13.420147  0.817222
H  -2.752855  -10.450894  0.049641
H  -1.650824  -11.734509  0.625417
H  -2.476406  -11.903634  -0.951601
C  1.279493  -14.125772  1.144661
N  1.968937  -14.107920  2.464677
O  2.095092  -13.036239  3.019721
O  2.358603  -15.170632  2.895675
H  0.992944  -13.114618  0.891465
H  1.978048  -14.524781  0.416193
H  0.408324  -14.767021  1.240787

Cartesian forces, eV/Å:
-0.4 0.2 -0.5
1.0 -0.5 0.9
-0.9 -0.3 0.9
1.5 0.9 -1.1
-1.3 -0.3 -0.1
0.7 0.0 0.5
0.0 -0.2 -0.6
0.1 0.5 -0.5
-0.5 0.1 0.5
0.3 0.1 -0.4
0.4 0.2 0.2
0.2 -1.7 -0.2
-0.1 1.5 -0.1
-0.9 -1.7 -0.5
0.4 1.4 1.0
0.2 -0.3 -1.1
0.1 -0.1 0.6
0.5 0.0 0.2
-1.2 0.4 0.0
1.3 -0.7 -0.2
-0.3 -0.1 0.1
0.1 0.9 -0.2
0.1 0.1 0.3
0.2 -0.2 0.3
0.5 0.1 0.0
-0.5 0.1 -0.3
-0.2 -0.1 -0.6
-0.4 -0.7 0.0
-0.4 0.1 0.2
0.4 -0.3 0.1
-0.3 0.1 0.3
0.3 -0.1 -0.1
-0.3 0.3 -0.3
0.1 0.3 0.0
-0.3 0.5 0.3
-0.2 -0.1 0.4
0.2 -0.4 -0.2
0.1 0.3 0.1
0.4 0.4 0.4
-0.3 -0.4 -0.6
0.0 -0.5 -0.3
0.2 0.4 0.2
-0.3 -0.1 0.4
0.4 0.0 0.1
-0.1 0.1 -0.4
-0.2 0.0 0.3
-0.3 -0.1 -0.2
0.3 0.1 -0.1
0.2 -0.4 0.3
0.1 -0.3 -0.2
-0.5 0.2 -0.1
0.1 -0.3 -0.3
-0.2 -0.2 0.3
0.0 0.3 -0.1
-0.1 0.0 0.0
0.3 0.2 -0.2
-0.4 0.3 0.2
0.0 -0.6 0.2
-0.1 0.0 0.1
0.0 -0.1 0.0
0.0 -0.1 0.0
-0.1 0.0 0.0
-0.4 0.3 0.1
0.3 -0.4 0.1
0.1 -0.1 0.0
0.1 0.0 0.0
0.0 -0.1 -0.1
0.0 0.0 -0.1
0.1 -0.2 -0.1
-0.1 0.2 0.0
-0.2 0.0 0.0
0.0 -0.1 0.1
0.1 0.0 0.1
-0.1 0.0 0.1
-0.1 -0.1 0.0
0.3 0.1 0.0
0.2 0.0 0.0
-0.6 0.5 0.0
-0.1 0.2 0.0
0.1 0.0 0.0
-0.1 0.0 0.1
-0.1 -0.2 0.0
0.2 -0.3 0.2
0.0 0.0 0.0
-0.1 0.0 0.0
-0.1 0.1 -0.1
-0.1 0.0 0.0
0.1 0.1 0.0
0.1 0.0 -0.1
0.0 0.1 -0.2
-0.1 0.0 -0.2
0.0 0.0 0.1
0.0 -0.1 0.1
0.0 0.0 0.1
-0.2 -0.1 0.1
0.1 -0.1 0.1
-0.1 0.0 -0.1
0.0 0.1 -0.1
0.0 -0.1 0.0
0.1 0.1 0.0
0.0 -0.1 0.0
0.1 0.0 0.0
0.0 0.0 0.1
-0.1 0.3 0.0
0.1 0.2 0.1
-0.1 0.0 -0.1
-0.1 0.0 -0.1
0.0 0.0 -0.1
0.1 -0.1 0.0
0.0 -0.1 0.0
-0.3 0.2 -0.2
-0.1 0.2 -0.3
0.2 0.0 0.0
0.0 -0.1 0.1
0.0 0.0 0.1
-0.1 -0.1 0.1
0.2 -0.1 0.0
0.0 0.2 0.0
0.0 0.2 0.0
0.1 -0.2 0.0
-0.1 0.0 -0.1
0.0 0.0 -0.1
0.1 -0.1 0.0
0.0 -0.1 0.0
0.0 -0.2 -0.1
0.2 -0.1 0.0
-0.1 0.0 0.0
0.2 0.0 0.0
-0.1 0.0 0.0
0.0 0.1 0.1
0.0 0.1 0.0
0.1 0.3 0.1
0.0 0.2 -0.1
0.0 0.0 -0.1
-0.1 -0.3 0.0
0.0 0.1 -0.1
0.0 -0.1 0.0
0.1 -0.2 0.1
0.0 0.2 0.0
0.1 0.1 0.0
-0.1 0.0 0.0
0.0 -0.1 0.0
-0.1 0.0 0.0
0.0 -0.1 -0.1
0.1 -0.1 0.0
-0.1 0.1 0.0
-0.1 0.0 -0.1
0.0 0.0 0.1
0.1 -0.1 0.1
0.1 0.0 0.1
0.0 -0.1 0.0
0.1 -0.1 0.0

Computed properties:
HOMO level, eV: -9.01
Gap between HOMO and LUMO, eV: 8.624